1.
Below is a structure of composition C35H44FN3O3PdSeSi2, with properties calculated with the ωB97M-V functional and the def2-TZVPD basis.

net charge: -2
E: -134928.082 eV

Atoms and positions in Å:
Pd: 1.56064 0.60759 -2.07712
C: 3.79167 -1.89136 -4.01936
Si: 4.30305 -1.01497 -2.43222
C: 4.15446 -2.08550 -0.89756
C: 6.19762 -1.00266 -2.66191
N: 3.54939 0.54146 -2.25880
C: 4.11771 1.80566 -2.29957
C: 5.48217 2.09357 -2.39687
C: 5.96792 3.39939 -2.47589
C: 5.08551 4.45993 -2.44756
C: 3.72214 4.19921 -2.30926
C: 3.21233 2.90314 -2.20098
N: 1.87016 2.60042 -1.98033
Si: 0.83095 3.84325 -1.40424
C: 1.50450 4.67153 0.15438
C: -0.85904 3.22362 -0.91727
C: 0.44324 5.19222 -2.68952
H: 4.28772 -2.86498 -4.08757
H: 4.11957 -1.28622 -4.87077
H: 2.71628 -2.04156 -4.07910
H: 4.76281 -2.98885 -1.01702
H: 3.13774 -2.38134 -0.66194
H: 4.55096 -1.52329 -0.04674
H: 6.46705 -2.05566 -2.80169
H: 6.74542 -0.63679 -1.79078
H: 6.53193 -0.45576 -3.54494
H: 6.19573 1.28997 -2.40856
H: 7.03712 3.56474 -2.55879
H: 5.43483 5.48450 -2.51878
H: 3.04482 5.03974 -2.28057
H: 1.69462 3.88689 0.89117
H: 0.75200 5.34973 0.56943
H: 2.43068 5.22712 0.00960
H: -0.79077 2.33679 -0.28585
H: -1.44382 2.98195 -1.80336
H: -1.37374 4.01803 -0.36741
H: 1.25952 5.88543 -2.89412
H: -0.41910 5.77589 -2.35076
H: 0.17184 4.71128 -3.63340
C: -3.90826 -4.34827 0.06316
C: -3.04999 -3.43277 0.93272
C: -3.81361 -2.78243 2.07444
C: -4.89472 -1.85179 1.54765
C: -4.33747 -0.91920 0.50317
C: -5.00455 0.23843 0.16442
C: -4.46873 1.10184 -0.78077
F: -5.18421 2.21058 -1.10559
C: -3.25240 0.88322 -1.35766
C: -2.54268 -0.27287 -1.01604
C: -1.16619 -0.45738 -1.51819
O: -0.58980 0.51207 -2.05020
C: -0.65129 -1.78443 -1.37124
C: -1.30752 -2.65736 -0.56725
N: -2.43954 -2.38483 0.11059
C: -3.10874 -1.19851 -0.13067
C: 0.64206 -2.28325 -1.96801
O: 0.79421 -3.50634 -2.05871
O: 1.50004 -1.41868 -2.33107
H: -4.38985 -5.11234 0.67766
H: -3.29650 -4.84364 -0.69197
H: -4.68364 -3.78035 -0.45423
H: -2.21844 -4.00451 1.34986
H: -3.10754 -2.21266 2.68050
H: -4.24593 -3.56159 2.70756
H: -5.29636 -1.25535 2.37034
H: -5.73267 -2.42204 1.13002
H: -5.94555 0.49098 0.63909
H: -2.81334 1.59022 -2.04367
H: -0.87648 -3.63947 -0.41970
C: -3.30398 -1.60503 6.13065
C: -2.41905 -1.26510 4.95968
C: -2.63779 -0.13333 4.18435
C: -1.82502 0.20138 3.10233
C: -2.10306 1.46811 2.35106
C: -0.72329 -0.61554 2.74939
Se: 0.51995 -0.13061 1.39820
C: -0.53638 -1.79920 3.50872
C: 0.58944 -2.73657 3.17544
C: -1.35900 -2.08862 4.59116
H: -4.12864 -0.89429 6.21278
H: -2.75541 -1.58336 7.07717
H: -3.73752 -2.60542 6.03527
H: -3.46526 0.52804 4.43450
H: -3.00594 1.95770 2.72664
H: -2.21827 1.27275 1.28915
H: -1.25560 2.15298 2.42517
H: 0.65406 -2.89896 2.09775
H: 0.46966 -3.69079 3.69659
H: 1.55220 -2.29907 3.45264
H: -1.16907 -2.99652 5.16114

=====

2.
Below is an isolated molecule of C5H8OS2 in a non-equilibrium geometry, with properties calculated with the ωB97M-V functional and the def2-TZVPD basis.

structure (SMILES): C[C@H]1C[C@@H](S)C(=S)O1
E: -29031.562 eV

Atoms and positions in Å:
C: 2.51774 -0.56079 -0.91448
C: 1.70018 -0.69004 0.34744
C: 1.31437 0.64972 1.02333
C: -0.23011 0.74618 0.75261
S: -0.74702 2.04116 -0.40359
C: -0.60601 -0.67452 0.25297
S: -2.08198 -1.30250 -0.14262
O: 0.52816 -1.30730 -0.04150
H: 2.90134 -1.57979 -1.37572
H: 1.99528 0.05469 -1.64024
H: 3.51625 0.03262 -0.79712
H: 2.01920 -1.50901 0.99270
H: 1.79434 1.57376 0.80204
H: 1.40261 0.50282 2.10376
H: -0.86364 0.92707 1.65469
H: 0.09629 1.81421 -1.44002

=====

3.
Below is an isolated molecule of C23H32N4O3 in a non-equilibrium geometry, with properties calculated with the ωB97M-V functional and the def2-TZVPD basis.

structure (SMILES): CCOC(=O)[C@H]1CCCN(Cc2c(C(=O)N3CCCCC3)nc3c(C)cccn23)C1
E: -36474.997 eV

Atoms and positions in Å:
C: -5.83449 -0.86894 1.83916
C: -4.39504 -1.36218 1.79336
O: -3.64892 -0.69632 0.77527
C: -3.14098 0.50368 1.07297
O: -3.24933 1.02829 2.15289
C: -2.44628 1.10682 -0.12329
C: -3.45505 1.98220 -0.88243
C: -2.75140 2.70436 -2.02770
C: -1.55152 3.49129 -1.48855
N: -0.60189 2.67862 -0.75082
C: 0.18787 1.80311 -1.61842
C: 1.20579 1.05648 -0.83339
C: 1.42392 -0.30346 -0.64128
C: 0.55064 -1.36610 -1.18693
O: -0.53093 -1.05592 -1.68582
N: 0.94541 -2.65479 -1.15392
C: 2.15034 -3.19976 -0.57578
C: 1.80052 -4.06626 0.63592
C: 0.83006 -5.17214 0.22943
C: -0.39989 -4.55825 -0.43400
C: 0.02598 -3.67828 -1.60850
N: 2.50987 -0.49378 0.15442
C: 2.96375 0.70550 0.46022
C: 4.06723 1.06784 1.26240
C: 4.89480 -0.01295 1.87523
C: 4.31392 2.40343 1.42778
C: 3.48928 3.37924 0.82432
C: 2.43158 3.01336 0.05422
N: 2.18477 1.69263 -0.13068
C: -1.26616 1.98083 0.33203
H: -6.30494 -0.99308 0.86668
H: -5.85499 0.18369 2.11044
H: -6.39245 -1.43480 2.57983
H: -3.90715 -1.19180 2.75902
H: -4.34980 -2.42184 1.53326
H: -2.09708 0.29592 -0.76818
H: -4.26930 1.36388 -1.26574
H: -3.87732 2.71656 -0.19024
H: -3.44258 3.38990 -2.52106
H: -2.41395 1.97437 -2.76524
H: -1.02216 3.98395 -2.30899
H: -1.90974 4.26504 -0.80114
H: 0.69665 2.45132 -2.34460
H: -0.41244 1.06891 -2.16664
H: 2.64259 -3.81867 -1.33704
H: 2.80976 -2.38603 -0.28066
H: 1.34131 -3.43388 1.39774
H: 2.71437 -4.49298 1.05158
H: 1.32319 -5.84737 -0.47474
H: 0.53494 -5.75641 1.10318
H: -0.93915 -3.94340 0.28941
H: -1.07436 -5.33879 -0.78962
H: 0.52645 -4.28743 -2.37033
H: -0.83632 -3.18102 -2.05521
H: 4.25215 -0.71680 2.39964
H: 5.41474 -0.56785 1.09552
H: 5.62480 0.40116 2.56532
H: 5.14634 2.72489 2.03511
H: 3.69874 4.42465 0.98188
H: 1.74839 3.70516 -0.41018
H: -0.53286 1.36358 0.85568
H: -1.63669 2.73269 1.03573

=====

4.
Below is a cluster of 2 separate species, C6H9N3O in total in a non-equilibrium geometry, with properties calculated with the ωB97M-V functional and the def2-TZVPD basis.

E: -12882.962 eV

Atoms and positions in Å:
C: -1.32990 -1.26377 0.26310
C: -1.50638 0.06050 -0.08649
C: -0.31938 -1.22037 1.21716
C: 2.08907 -1.47209 -0.82453
C: -2.41949 0.80280 -0.93900
C: 2.66467 0.98637 -0.59987
N: 2.40154 -0.38652 -0.64012
N: -0.50724 0.77878 0.54464
N: 0.12390 0.00188 1.41549
O: 0.15618 -2.34929 1.77423
H: -1.98602 -2.06118 -0.01396
H: 1.13305 -2.27166 1.92096
H: -1.84064 1.30339 -1.60175
H: -3.06576 1.44610 -0.40334
H: -3.24648 0.14252 -1.35588
H: 3.71632 0.86400 -0.12250
H: 2.10469 1.40449 0.16695
H: 2.48607 1.49255 -1.56203
H: -0.65421 1.74150 0.84694

=====

5.
Below is a structure of composition C34H30CoF2NO7Te, with properties calculated with the ωB97M-V functional and the def2-TZVPD basis.

net charge: -1
E: -101925.687 eV
multiplicity: 4
expectation value of S²: 3.758

Atoms and positions in Å:
Co: 0.25833 -1.84441 -1.54366
O: 0.93722 -2.25956 2.81035
C: 0.87319 -3.06099 1.72896
O: 1.80395 -3.69464 1.32110
C: -0.53631 -3.12986 1.17794
O: -0.59953 -3.40103 -0.20585
C: -0.06840 -4.67314 -0.63496
C: 1.24316 -4.54218 -1.42679
O: 1.86318 -5.57669 -1.63154
O: 1.52304 -3.36950 -1.84923
H: 1.87386 -2.23479 3.06762
H: -1.07880 -3.90012 1.74009
H: -1.04007 -2.18315 1.33442
H: 0.08887 -5.32733 0.21931
H: -0.81824 -5.11244 -1.29634
C: 2.02970 4.68584 -0.37858
C: 1.72323 3.22064 -0.20934
C: 2.52854 2.38621 0.55339
C: 2.29936 1.02167 0.65655
C: 3.21959 0.27608 1.56956
O: 3.53311 0.79342 2.63077
C: 3.80167 -1.05080 1.19998
C: 4.42440 -1.79217 2.20480
C: 4.99034 -3.02217 1.91616
C: 4.93901 -3.51992 0.61994
C: 4.33595 -2.78267 -0.38705
C: 3.77499 -1.54836 -0.09802
C: 1.19086 0.41500 0.00044
O: 1.00691 -0.85875 0.06593
C: 0.27787 1.29911 -0.66661
C: 0.59908 2.65186 -0.78652
C: -1.04206 0.83340 -1.13357
N: -1.34244 -0.41320 -1.15757
C: -2.66599 -0.87970 -1.57484
C: -3.84830 -0.44177 -0.71976
Te: -3.80309 -1.01812 1.34855
C: -2.75697 0.64761 2.12419
C: -3.47373 1.72699 2.63685
C: -2.80467 2.82942 3.15126
C: -1.41582 2.85904 3.15985
C: -0.69622 1.78228 2.66173
C: -1.36472 0.67582 2.15024
C: -2.03091 1.89765 -1.51976
C: -2.45230 2.02138 -2.83956
C: -3.39838 2.97999 -3.17927
C: -3.92904 3.81669 -2.20805
C: -3.49251 3.70940 -0.89365
C: -2.53929 2.76253 -0.55351
H: 2.92494 4.96090 0.18004
H: 1.20853 5.31223 -0.02157
H: 2.20197 4.94160 -1.42659
H: 3.38094 2.79481 1.08580
H: 4.45964 -1.37820 3.20527
H: 5.45827 -3.60140 2.70292
H: 5.34675 -4.49781 0.39695
H: 4.24896 -3.18764 -1.38594
H: 3.29245 -0.98382 -0.88298
H: -0.06849 3.29639 -1.34549
H: -2.61937 -1.97001 -1.57058
H: -2.85264 -0.58788 -2.61166
H: -4.75153 -0.91693 -1.10589
H: -4.01575 0.63232 -0.73312
H: -4.55626 1.70826 2.62228
H: -3.36970 3.66731 3.54153
H: -0.89296 3.72248 3.55225
H: 0.38729 1.79967 2.65268
H: -0.78478 -0.14588 1.74970
H: -2.02553 1.37338 -3.59328
H: -3.71913 3.07242 -4.20950
H: -4.67212 4.55781 -2.47554
H: -3.89083 4.36620 -0.13006
H: -2.18620 2.68849 0.46730
F: -0.40908 -0.09390 -3.93905
C: 0.03191 -1.38861 -3.56591
F: -0.96829 -2.23721 -4.10092
H: 0.89939 -1.55956 -4.21462

=====

6.
Below is a structure of composition C24H29BrLaN2P2 in a non-equilibrium geometry, with properties calculated with the ωB97M-V functional and the def2-TZVPD basis.

net charge: +1
E: -117807.349 eV

Atoms and positions in Å:
C: -1.64153 2.79020 -2.98807
C: -1.24057 1.48623 -2.69619
C: 0.06926 1.06392 -3.11160
C: 1.09776 2.06032 -3.32056
C: 0.70634 3.42474 -3.11860
C: -0.64900 3.77248 -3.18492
C: 2.42160 1.57774 -3.43344
C: 2.71548 0.23645 -3.04859
C: 1.58556 -0.64564 -2.88658
C: 1.74965 -1.92397 -2.25262
C: 3.01786 -2.49582 -2.20351
C: 4.13202 -1.65430 -2.35841
C: 3.96656 -0.28066 -2.57468
H: -2.70493 3.07128 -2.97969
H: 1.49442 4.18632 -2.99986
H: -0.94620 4.82464 -3.27311
H: 3.23834 2.29930 -3.45745
H: 3.15408 -3.56657 -1.99121
H: 5.12928 -2.06525 -2.18263
H: 4.80419 0.41980 -2.44490
N: 0.33852 -0.24855 -3.19516
La: 0.77388 1.09990 1.62361
C: -2.08269 0.58187 -1.84065
H: -1.92608 -0.46229 -2.12635
H: -3.14353 0.84899 -1.90414
C: 0.60222 -2.55865 -1.53183
H: -0.32677 -2.36366 -2.06798
H: 0.74129 -3.63694 -1.39973
P: -1.67644 0.67998 0.00677
P: 0.34124 -1.84965 0.22229
C: 1.68253 -2.79518 1.02878
H: 1.59989 -2.69994 2.11908
H: 1.59249 -3.85186 0.73826
H: 2.65356 -2.40417 0.71082
C: -1.05754 -2.95548 0.68841
H: -0.68033 -3.98156 0.81754
H: -1.50146 -2.61243 1.63287
H: -1.82647 -2.95277 -0.09763
C: -2.27931 2.38010 0.31955
H: -3.34027 2.37055 0.04246
H: -2.18629 2.65811 1.38056
H: -1.75502 3.10464 -0.31301
C: -3.09953 -0.23797 0.72318
H: -2.94059 -0.38354 1.80338
H: -4.00590 0.36704 0.57106
H: -3.22108 -1.21536 0.23613
H: 2.70511 0.52847 1.44700
H: 2.40352 0.54130 0.37892
Br: -1.79766 -2.29046 6.30448
C: -1.22789 -0.75956 5.40305
C: -1.58109 0.46772 5.93836
C: -1.14412 1.54665 5.20147
C: -0.40494 1.46080 4.03954
N: -0.03840 0.23750 3.54023
C: -0.46529 -0.86832 4.25057
H: -2.14960 0.55256 6.86377
H: -1.35486 2.54554 5.52950
H: -0.10606 2.41799 3.56284
H: -0.21523 -1.84258 3.85865

=====

E of number 5 (C34H30CoF2NO7Te)? -101925.687 eV

=====

Among the records above, which one has the highest E? C6H9N3O

=====

Which value of E does entry 4 give? -12882.962 eV